1.
{"formula": "C3H6O", "method": "ωB97M-V/def2-TZVPD", "elements": ["C", "C", "O", "C", "H", "H", "H", "H", "H", "H"], "positions_angstrom": [[-0.565, -0.249, 1.205], [-0.143, 0.321, -0.006], [-0.220, 1.649, -0.006], [0.453, -0.424, -1.144], [-0.936, -1.320, 0.813], [-0.213, 0.008, 2.156], [-0.735, 1.798, 0.798], [0.770, -1.363, -0.646], [0.076, -0.357, -2.141], [1.514, -0.062, -1.029]], "lowdin_spin": [0.143, 0.369, 0.213, 0.069, 0.020, 0.054, 0.057, 0.007, 0.014, 0.053], "s2": 0.7556, "homo_ev": [1.33, -2.10], "spin_multiplicity": 2, "e_tot_ha": -192.99530, "total_charge": -1}

***

2.
{"formula": "C36H72BBrCl2O18S", "method": "ωB97M-V/def2-TZVPD", "elements": ["C", "C", "C", "C", "C", "C", "C", "Cl", "C", "C", "Cl", "C", "C", "C", "O", "Br", "C", "C", "C", "O", "C", "C", "C", "S", "C", "B", "O", "O", "C", "C", "C", "C", "O", "H", "H", "H", "H", "H", "H", "H", "H", "H", "H", "H", "H", "H", "H", "H", "H", "H", "H", "H", "H", "C", "O", "H", "H", "H", "H", "C", "O", "H", "H", "H", "H", "C", "O", "H", "H", "H", "H", "C", "O", "H", "H", "H", "H", "C", "O", "H", "H", "H", "H", "C", "O", "H", "H", "H", "H", "C", "O", "H", "H", "H", "H", "C", "O", "H", "H", "H", "H", "C", "O", "H", "H", "H", "H", "C", "O", "H", "H", "H", "H", "C", "O", "H", "H", "H", "H", "C", "O", "H", "H", "H", "H", "C", "O", "H", "H", "H", "H"], "positions_angstrom": [[6.389, -2.071, -1.197], [5.371, -2.131, -2.404], [3.975, -1.707, -1.880], [3.880, -0.270, -1.418], [4.666, 0.732, -1.955], [4.568, 2.051, -1.585], [5.465, 3.013, -2.317], [7.129, 3.251, -1.867], [4.926, 3.674, -3.338], [3.479, 3.534, -3.773], [5.860, 4.820, -4.283], [3.644, 2.458, -0.615], [3.482, 3.919, -0.224], [4.758, 4.650, 0.212], [4.962, 5.776, -0.144], [6.087, 3.750, 1.348], [2.862, 1.459, -0.077], [2.968, 0.123, -0.452], [2.028, -0.872, 0.211], [2.369, -1.959, 0.624], [0.611, -0.357, 0.357], [-0.487, -1.128, 0.108], [-1.727, -0.512, 0.240], [-3.176, -1.515, -0.135], [-1.843, 0.808, 0.613], [-3.243, 1.558, 0.739], [-3.370, 2.750, 0.020], [-4.296, 1.078, 1.476], [-5.493, 1.094, 0.646], [-0.710, 1.577, 0.870], [0.511, 0.968, 0.730], [1.784, 1.752, 0.948], [1.915, 2.516, 1.884], [5.855, -1.779, -0.291], [7.146, -1.326, -1.457], [6.821, -3.066, -1.077], [5.332, -3.172, -2.733], [5.649, -1.443, -3.204], [3.662, -2.435, -1.132], [3.265, -1.807, -2.723], [5.391, 0.464, -2.718], [2.810, 3.844, -2.962], [3.259, 4.204, -4.607], [3.220, 2.500, -4.019], [3.125, 4.453, -1.112], [2.736, 4.090, 0.554], [-0.396, -2.160, -0.213], [-3.218, -1.424, -1.487], [-3.166, 2.484, -0.892], [-6.077, 0.215, 0.930], [-5.247, 0.968, -0.413], [-6.034, 2.028, 0.816], [-0.793, 2.626, 1.138], [-0.460, -2.565, -3.823], [0.587, -1.786, -3.247], [-0.875, -2.010, -4.660], [-0.070, -3.519, -4.183], [-1.247, -2.747, -3.086], [0.944, -2.290, -2.510], [5.396, 0.225, 2.562], [5.683, 0.071, 1.177], [5.490, -0.748, 3.039], [6.104, 0.919, 3.023], [4.376, 0.596, 2.701], [5.596, 0.939, 0.768], [-4.300, -5.397, 0.506], [-3.181, -4.648, 0.978], [-4.317, -6.355, 1.020], [-5.227, -4.858, 0.719], [-4.208, -5.569, -0.569], [-3.181, -3.802, 0.511], [-4.570, -9.318, 0.602], [-5.713, -8.485, 0.782], [-3.683, -8.698, 0.695], [-4.544, -10.099, 1.364], [-4.594, -9.769, -0.392], [-6.494, -9.039, 0.698], [3.471, 7.759, -3.483], [3.103, 7.292, -4.777], [2.595, 8.193, -3.006], [3.836, 6.927, -2.874], [4.247, 8.524, -3.568], [3.894, 6.915, -5.175], [-2.592, -11.981, -1.545], [-2.387, -11.416, -0.254], [-3.623, -11.794, -1.839], [-1.922, -11.519, -2.274], [-2.417, -13.060, -1.520], [-1.474, -11.589, -0.009], [-5.890, -6.525, 4.183], [-4.519, -6.732, 4.509], [-6.497, -6.830, 5.032], [-6.065, -5.466, 3.976], [-6.159, -7.127, 3.311], [-3.998, -6.457, 3.749], [-0.130, 4.004, 5.075], [-0.499, 3.497, 3.798], [-1.018, 4.415, 5.550], [0.272, 3.203, 5.701], [0.617, 4.795, 4.969], [0.298, 3.136, 3.391], [-4.798, 4.465, -3.013], [-4.154, 3.233, -3.349], [-5.210, 4.379, -2.010], [-4.070, 5.279, -3.035], [-5.605, 4.667, -3.721], [-3.797, 3.334, -4.235], [7.554, 5.873, 4.249], [7.938, 6.510, 3.039], [8.309, 6.073, 5.007], [6.592, 6.269, 4.588], [7.479, 4.793, 4.096], [7.253, 6.317, 2.390], [-6.671, 5.239, 1.336], [-5.463, 4.998, 0.622], [-7.199, 6.066, 0.865], [-7.300, 4.346, 1.309], [-6.442, 5.499, 2.374], [-5.016, 4.264, 1.056], [-3.542, 6.843, 3.349], [-4.718, 7.643, 3.369], [-2.906, 7.131, 4.182], [-3.809, 5.787, 3.451], [-3.004, 7.003, 2.412], [-5.259, 7.366, 2.623], [-1.582, -8.126, -1.514], [-1.647, -6.703, -1.599], [-1.651, -8.538, -2.518], [-0.632, -8.426, -1.064], [-2.409, -8.501, -0.911], [-1.585, -6.353, -0.703]], "mulliken_charge": [-0.861, -0.696, -0.804, 1.290, -0.607, 0.280, -0.677, -0.096, 0.430, -1.163, -0.202, -0.296, -0.142, 0.205, -0.511, -0.165, 0.754, 0.561, -0.701, -0.610, 0.709, -0.886, -0.377, -0.326, -0.666, 0.826, -0.316, -0.379, -0.402, -0.733, 0.851, 0.024, -0.667, 0.053, 0.249, 0.430, 0.512, 0.367, 0.357, 0.115, 0.463, 0.202, 0.436, 0.308, 0.055, 0.472, 0.863, 0.182, 0.203, 0.242, 0.232, 0.032, 0.632, -0.539, -0.389, 0.227, 0.296, 0.161, 0.205, -0.563, -0.265, 0.287, 0.270, 0.149, 0.132, -0.180, -0.463, -0.280, 0.345, 0.326, 0.195, -0.450, -0.502, 0.064, 0.319, 0.238, 0.269, -0.249, -0.506, 0.253, -0.039, 0.279, 0.279, -0.592, -0.441, 0.236, 0.260, 0.304, 0.265, -0.417, -0.516, 0.270, 0.221, 0.140, 0.308, -0.721, -0.333, 0.202, 0.301, 0.288, 0.296, -0.400, -0.489, 0.067, 0.259, 0.317, 0.276, -0.446, -0.509, 0.250, 0.232, 0.164, 0.297, -0.705, -0.407, 0.286, 0.232, 0.294, 0.220, -0.449, -0.538, 0.268, 0.168, 0.270, 0.311, -0.155, -0.477, 0.264, 0.278, -0.129, 0.261], "homo_ev": -9.65, "e_tot_ha": -6686.53967}

***

3.
{"formula": "C4H5CuO5", "method": "ωB97M-V/def2-TZVPD", "elements": ["O", "O", "C", "O", "C", "C", "H", "H", "H", "H", "O", "C", "O", "Cu", "H"], "positions_angstrom": [[2.091, 0.628, 1.168], [2.657, -0.128, -0.676], [1.945, 0.725, -0.073], [0.788, 1.079, -0.567], [-0.433, 0.623, 0.074], [-1.567, 1.271, -0.682], [-0.381, 1.101, 1.063], [-1.475, 2.362, -0.635], [-2.508, 0.967, -0.208], [-1.560, 0.956, -1.732], [0.082, -2.785, 1.117], [-0.537, -1.831, 0.761], [-0.361, -1.281, -0.374], [1.841, -3.222, -0.581], [-0.583, -0.464, 1.346]], "lowdin_spin": [0.498, 0.491, 0.000, 0.015, -0.002, -0.001, 0.001, 0.000, 0.000, 0.000, 0.000, 0.000, -0.001, -0.001, 0.000], "s2": 0.7624, "homo_ev": [-14.22, -14.22], "spin_multiplicity": 2, "e_tot_ha": -2171.52762, "total_charge": 1}

***

4.
{"formula": "C7H5ClNO8Rh", "method": "ωB97M-V/def2-TZVPD", "elements": ["Rh", "O", "C", "O", "C", "C", "C", "C", "C", "N", "C", "O", "O", "H", "H", "H", "H", "H", "O", "Cl", "O", "O", "O"], "positions_angstrom": [[0.115, -0.162, -0.363], [-3.197, -1.337, 1.639], [-2.025, -1.020, 1.215], [-1.614, -1.221, 0.063], [-1.093, -0.411, 2.202], [-1.235, -0.312, 3.572], [-0.204, 0.289, 4.288], [0.915, 0.787, 3.620], [0.976, 0.652, 2.248], [-0.002, 0.036, 1.581], [2.043, 1.063, 1.284], [3.053, 1.804, 1.571], [1.956, 0.605, 0.132], [-3.748, -1.747, 0.940], [-2.123, -0.690, 4.061], [-0.276, 0.384, 5.363], [1.709, 1.266, 4.179], [3.081, 2.133, 2.486], [-0.407, 2.686, -2.461], [-1.042, 1.541, -1.972], [-2.388, 1.355, -2.308], [-0.223, 0.290, -2.310], [-0.842, 1.411, -0.393]], "mulliken_charge": [0.780, -0.339, 0.536, -0.554, 0.447, -0.451, -0.590, -0.651, 0.950, -0.057, 0.744, -0.352, -0.553, 0.436, 0.553, 0.488, 0.283, 0.347, -0.408, 1.833, -0.427, -0.585, -0.430], "homo_ev": -18.56, "e_tot_ha": -1496.21617, "total_charge": 2}

***

5.
{"formula": "C7H7N2OS", "method": "ωB97M-V/def2-TZVPD", "elements": ["C", "C", "C", "S", "C", "C", "N", "C", "C", "O", "N", "H", "H", "H", "H", "H", "H", "H"], "positions_angstrom": [[-2.369, -0.315, 0.532], [-1.147, -0.699, -0.326], [-1.167, -1.718, -1.206], [0.327, -1.911, -2.121], [1.077, -0.713, -1.173], [2.343, -0.123, -0.977], [2.247, 0.811, -0.009], [0.952, 0.868, 0.505], [0.464, 1.917, 1.457], [1.303, 2.596, 1.987], [0.122, -0.178, -0.306], [-2.555, -1.109, 1.431], [-3.253, -0.332, -0.070], [-2.158, 0.660, 0.902], [-1.936, -2.490, -1.335], [3.304, -0.519, -1.438], [3.013, 1.351, 0.516], [-0.568, 1.906, 1.630]], "mulliken_charge": [-1.155, 0.585, -0.267, -0.091, 0.332, -0.304, -0.031, 0.084, -0.130, -0.441, 0.072, 0.280, 0.389, 0.215, 0.397, 0.377, 0.355, 0.332], "smiles": "Cc1csc2c[nH+]c(C=O)n12", "homo_ev": [-12.66, -12.66], "e_tot_ha": -853.57079, "total_charge": 1}

***

6.
{"formula": "C20H22N2O7S", "method": "ωB97M-V/def2-TZVPD", "elements": ["O", "C", "C", "O", "C", "C", "C", "C", "S", "O", "O", "N", "C", "C", "O", "C", "C", "C", "C", "N", "C", "C", "C", "C", "C", "C", "O", "C", "C", "O", "H", "H", "H", "H", "H", "H", "H", "H", "H", "H", "H", "H", "H", "H", "H", "H", "H", "H", "H", "H", "H", "H"], "positions_angstrom": [[-0.645, -2.389, 4.098], [-0.381, -1.228, 3.880], [0.871, -0.570, 4.485], [1.356, 0.538, 3.757], [1.942, 0.320, 2.546], [2.498, 1.449, 1.937], [3.103, 1.344, 0.704], [3.154, 0.112, 0.074], [3.920, 0.013, -1.535], [3.926, -1.361, -1.958], [5.163, 0.725, -1.520], [2.825, 0.944, -2.411], [3.382, 1.723, -3.502], [3.544, 0.860, -4.755], [2.316, 0.264, -5.116], [1.831, -0.565, -4.082], [1.620, 0.234, -2.791], [2.611, -1.010, 0.665], [1.998, -0.915, 1.904], [-1.103, -0.362, 3.135], [-2.277, -0.590, 2.406], [-2.969, -1.797, 2.450], [-4.135, -1.941, 1.726], [-4.627, -0.904, 0.944], [-3.910, 0.294, 0.867], [-2.747, 0.446, 1.608], [-4.312, 1.337, 0.075], [-5.299, 0.973, -0.867], [-6.372, 0.115, -0.200], [-5.809, -1.088, 0.272], [0.605, -0.172, 5.470], [1.642, -1.337, 4.622], [2.445, 2.392, 2.459], [3.547, 2.197, 0.218], [4.347, 2.101, -3.167], [2.701, 2.556, -3.701], [3.853, 1.463, -5.610], [4.297, 0.082, -4.557], [0.887, -0.979, -4.442], [2.543, -1.377, -3.883], [1.352, -0.432, -1.971], [0.826, 0.975, -2.933], [2.677, -1.955, 0.149], [1.570, -1.798, 2.350], [-0.731, 0.577, 3.058], [-2.597, -2.606, 3.053], [-4.694, -2.863, 1.759], [-2.220, 1.386, 1.541], [-5.717, 1.904, -1.252], [-4.841, 0.405, -1.688], [-7.153, -0.165, -0.908], [-6.815, 0.675, 0.636]], "mulliken_charge": [-0.648, 0.548, -0.612, -0.557, 0.634, -1.026, -0.390, -0.354, 1.442, -0.677, -0.764, 0.025, -0.762, -0.430, -0.419, -0.537, -0.643, -0.384, -0.241, -0.022, 0.693, -0.417, -0.946, 0.492, 0.391, -0.886, -0.458, -0.452, -0.460, -0.458, 0.353, 0.412, 0.459, 0.441, 0.435, 0.346, 0.375, 0.311, 0.380, 0.341, 0.335, 0.386, 0.542, 0.428, 0.155, 0.537, 0.427, 0.398, 0.338, 0.288, 0.340, 0.290], "smiles": "O=C(COc1ccc(S(=O)(=O)N2CCOCC2)cc1)Nc1ccc2c(c1)OCCO2", "homo_ev": -8.18, "e_tot_ha": -1809.68159}